Record 1
The following is a DFT calculation (wB97M-V/def2-TZVPD) of a 15-piece molecular cluster, C66H122F8O45 overall.

Geometry as XYZ:
```
241
Properties=species:S:1:pos:R:3:forces:R:3
C 4.59783 0.32182 -7.14928 0.5 -2.7 0.0
O 4.34983 0.70265 -5.82390 0.3 0.2 1.3
C 4.72563 -0.14369 -4.72583 0.3 -1.8 -0.8
C 6.20711 -0.64329 -4.63773 -0.8 -1.1 -1.8
O 6.37667 -1.75562 -5.60407 -0.5 -0.9 1.5
C 6.07046 -3.04602 -4.98908 1.3 0.6 0.6
C 5.27664 -3.92943 -5.91272 0.6 -1.8 1.4
O 4.05278 -3.34347 -6.18107 -0.3 0.3 -0.2
C 3.52993 -3.55755 -7.46493 -0.9 0.7 -0.7
H 5.45735 0.79236 -7.60086 0.8 0.1 0.3
H 3.78984 0.63626 -7.76752 -1.0 0.1 -0.2
H 4.72250 -0.81240 -7.18510 -0.1 1.5 -0.2
H 4.11110 -1.11805 -4.70956 0.6 1.3 -0.3
H 4.45727 0.38352 -3.82954 -0.1 0.5 0.4
H 6.39224 -1.03549 -3.62194 0.2 0.7 -0.4
H 6.97169 0.01844 -5.05211 -0.3 0.6 0.8
H 5.53548 -2.88119 -4.03274 0.0 -0.1 -0.6
H 7.04444 -3.57079 -4.69380 -1.1 0.6 -0.5
H 5.11939 -4.95504 -5.37553 0.3 1.5 -0.7
H 5.90689 -4.15944 -6.76900 -0.2 0.2 -0.6
H 3.83332 -4.50005 -7.90487 0.4 -0.2 -0.1
H 3.77536 -2.70969 -8.17231 -0.1 -0.8 0.7
H 2.43464 -3.63776 -7.36707 0.3 0.3 -0.1
C -0.94237 -4.59530 6.53539 -0.2 1.4 0.6
O -0.14089 -3.63504 7.28909 -0.8 -0.4 -0.9
C -0.67848 -3.30901 8.53785 0.0 -1.2 1.1
C -0.00647 -2.15478 9.21110 1.8 0.1 -0.2
O 1.14119 -2.57446 9.99691 -1.2 -0.6 -0.3
C 1.80032 -1.54886 10.69674 1.8 0.5 -2.0
C 1.09399 -0.97600 11.89694 0.3 0.6 0.3
O 1.28278 -1.77374 13.03229 0.9 -0.8 0.8
C 0.77216 -1.16501 14.19421 -1.5 2.1 -1.9
H -0.55766 -5.59226 6.65478 0.2 -0.4 -0.1
H -0.91339 -4.22018 5.52984 0.4 -0.3 -0.7
H -2.03240 -4.59606 6.74413 0.6 0.2 0.6
H -0.51401 -4.14964 9.23904 -0.4 0.0 -0.2
H -1.75988 -3.11850 8.48219 0.1 0.0 -0.2
H -0.72486 -1.70383 9.86607 -0.4 0.6 0.3
H 0.38683 -1.47669 8.43504 -0.4 0.3 0.2
H 2.08432 -0.75528 9.92354 -0.7 -0.3 1.0
H 2.81419 -1.97176 10.88486 -0.8 0.2 0.7
H 0.02482 -0.99945 11.72842 -0.5 0.6 -0.4
H 1.44368 0.08674 12.09144 -0.4 -1.0 -0.2
H -0.34665 -1.02014 14.07026 1.0 -0.1 0.3
H 1.23057 -0.16069 14.27809 -0.3 -0.2 0.2
H 0.94485 -1.66715 15.09691 0.5 -1.3 0.9
C 3.38221 -3.57929 4.05025 -1.3 -1.3 0.6
O 3.95749 -2.56753 3.33537 2.2 1.1 0.6
C 5.39283 -2.68022 3.49041 -0.6 0.3 -0.6
C 6.04363 -1.42930 3.00234 0.9 -1.0 -1.3
O 5.76945 -1.38498 1.59662 0.8 1.6 0.1
C 6.10077 -0.06532 1.03177 0.6 -1.0 1.9
C 5.84015 -0.08629 -0.42444 0.4 -1.2 -1.1
O 6.84216 -0.81426 -1.20333 -0.9 -0.6 0.2
C 6.61161 -2.22981 -1.39013 -0.3 0.5 0.4
H 3.70474 -3.67762 5.10648 0.2 0.2 -0.4
H 3.56627 -4.54744 3.53364 -0.3 0.2 0.4
H 2.31753 -3.33766 4.09825 -0.1 -0.4 -0.1
H 5.68062 -3.55162 2.86571 0.3 0.4 0.5
H 5.75669 -2.77068 4.52648 -0.7 -0.5 0.0
H 7.13830 -1.49370 3.29224 -0.8 0.1 -0.8
H 5.67717 -0.54314 3.46919 -0.6 0.7 0.6
H 7.16694 0.15276 1.29200 -0.6 -0.1 -0.5
H 5.51298 0.71624 1.55958 0.0 -0.3 -0.4
H 5.88586 0.90453 -0.81174 0.0 0.8 -0.2
H 4.82431 -0.47007 -0.62728 0.3 0.0 0.0
H 6.69951 -2.76091 -0.43749 0.0 0.0 -0.1
H 7.34160 -2.60970 -2.10184 0.3 0.2 0.1
H 5.63597 -2.48780 -1.85103 0.1 0.5 0.4
C -0.74885 4.06201 -3.51308 0.7 0.4 -0.3
O -1.19496 3.08259 -4.46709 0.4 0.4 1.0
C -2.37682 2.45349 -4.00498 -0.3 -0.2 0.7
C -3.53622 2.74944 -4.90652 -2.2 -0.2 0.7
O -3.36408 2.09190 -6.14030 0.2 -0.1 0.3
C -4.39953 2.30542 -7.09354 0.5 0.8 0.1
C -3.79970 2.03652 -8.45989 0.9 1.2 1.1
O -3.86866 0.70025 -8.72832 -0.5 -1.4 -0.4
C -3.24701 0.39887 -9.96527 1.2 -0.1 1.3
H 0.06916 4.68424 -3.98718 -0.8 -1.0 0.7
H -0.44041 3.64375 -2.52215 0.2 -0.2 -1.0
H -1.55524 4.73482 -3.22612 -0.3 0.3 -0.4
H -2.60130 2.78904 -2.94880 0.0 -0.4 -1.0
H -2.28766 1.35475 -4.00055 0.4 0.2 0.1
H -3.67911 3.82261 -5.03604 0.3 0.3 -0.3
H -4.52348 2.44711 -4.38233 1.3 0.0 -0.7
H -4.76264 3.35239 -6.98997 0.1 -0.5 -0.3
H -5.21896 1.62109 -6.91884 -0.4 -0.2 0.1
H -2.75358 2.43139 -8.46269 -0.3 -0.4 0.2
H -4.26458 2.58268 -9.24274 -1.0 0.8 -0.8
H -2.15232 0.58934 -9.72546 -0.9 -0.4 -1.1
H -3.60222 1.05661 -10.77691 0.1 -0.3 0.2
H -3.45002 -0.66803 -10.14172 0.3 0.5 -0.2
C 1.74012 -3.19588 -0.33999 -2.4 1.3 -0.5
O 0.47248 -3.15455 0.32166 0.8 0.9 -0.5
C 0.58559 -3.51503 1.66369 0.7 1.7 0.7
C 0.92263 -4.95164 1.81751 -1.6 -0.9 0.1
O -0.15863 -5.65660 1.25182 -0.9 -0.5 -0.5
C 0.04594 -7.04887 1.25548 1.6 0.1 0.0
C -0.67510 -7.64952 0.11766 -0.8 -0.8 -1.5
O -2.07799 -7.35664 0.13494 1.8 -0.2 -1.5
C -2.86666 -8.11855 0.97051 -1.0 1.2 1.8
H 1.58366 -2.68273 -1.29167 0.2 -0.4 -0.1
H 1.95070 -4.20500 -0.39437 1.1 -2.0 -1.0
H 2.47769 -2.69697 0.21635 1.2 0.8 0.9
H -0.36455 -3.18513 2.08385 -0.1 -0.6 0.4
H 1.38238 -2.89199 2.14934 -0.4 -0.4 -0.2
H 0.93540 -5.32782 2.81646 0.7 0.4 1.3
H 1.82484 -5.24330 1.31342 0.8 0.0 -0.2
H -0.24226 -7.56286 2.17145 0.2 0.3 0.6
H 1.14250 -7.15680 1.04290 -0.6 -0.7 0.4
H -0.47735 -8.76251 -0.03783 -0.2 1.2 0.5
H -0.26500 -7.13970 -0.75564 -0.3 -0.1 -0.3
H -2.45542 -9.05200 1.36599 0.2 0.2 -0.1
H -3.82233 -8.28548 0.53228 -0.6 -0.7 -1.0
H -3.18358 -7.39863 1.75236 0.4 -0.8 0.6
C 0.29496 8.22987 -0.18305 -0.8 -0.3 0.8
O 0.66694 7.17280 0.72061 0.2 0.3 -0.5
C -0.02672 7.18172 1.94698 -0.2 0.5 0.4
C -1.46343 6.72440 1.92660 -0.4 -0.1 -2.1
O -1.42002 5.38924 1.50320 0.8 -1.2 -0.5
C -2.54832 4.67493 1.08453 -1.0 0.7 0.1
C -2.90967 4.82539 -0.39406 1.2 0.1 0.2
O -3.41545 6.14185 -0.58626 0.1 0.4 -0.1
C -4.66312 6.33036 -1.24040 0.5 -0.8 -0.8
H 0.85452 8.09729 -1.10796 0.0 0.0 0.2
H 0.41697 9.24734 0.24424 0.5 -0.5 0.0
H -0.78220 8.15446 -0.37054 0.1 -0.1 -0.4
H -0.03634 8.19690 2.32171 0.1 0.5 0.4
H 0.49357 6.54716 2.66976 0.3 0.0 -0.3
H -2.08373 7.30621 1.19628 0.3 -0.2 0.8
H -1.85236 6.74303 2.92146 -0.5 0.5 0.8
H -3.43036 4.94626 1.64939 -0.5 0.6 0.3
H -2.42910 3.66181 1.40269 0.6 -1.0 -0.3
H -3.63895 4.06757 -0.67342 -0.2 -0.2 -0.1
H -1.94981 4.64968 -0.96844 -1.1 0.4 0.2
H -5.43619 5.66551 -0.85640 -0.1 0.0 0.3
H -4.60039 6.12907 -2.32482 0.2 -0.1 0.2
H -4.96096 7.36814 -1.15531 0.1 0.1 0.4
C 1.38266 0.59466 -2.60679 0.0 -2.3 0.9
O 0.84878 0.54557 -1.25099 2.0 0.1 -0.7
C -0.45907 0.15657 -1.23067 -2.3 0.6 -0.7
C -1.29266 0.83358 -0.15639 -0.3 -0.4 0.5
O -1.22800 0.12110 1.11090 -0.2 0.5 -1.3
C -2.30750 0.53531 1.94138 0.9 2.1 -0.5
C -2.48723 -0.44327 2.98518 1.2 -1.6 0.3
O -1.46396 -0.22322 3.94124 0.3 0.2 0.3
C -1.24152 -1.26751 4.84244 0.0 -0.2 0.3
H 1.10534 -0.33787 -3.17775 0.2 0.8 0.8
H 2.47503 0.55712 -2.49415 -0.4 0.5 -0.2
H 0.98236 1.41817 -3.16577 0.0 0.8 -0.1
H -0.65386 -0.91213 -1.08783 0.5 -0.3 -0.3
H -0.89787 0.47007 -2.22155 -0.1 -0.4 0.8
H -2.33964 0.81223 -0.53562 0.4 0.0 0.3
H -0.99904 1.86919 0.03113 0.1 0.2 -0.2
H -3.18429 0.57630 1.27692 0.0 0.5 0.7
H -2.00938 1.49088 2.53829 -0.8 -0.8 -1.5
H -2.32418 -1.41205 2.48772 -0.5 -0.2 0.6
H -3.43560 -0.31404 3.43357 -1.3 -0.3 0.6
H -0.89736 -2.18003 4.38574 0.0 -0.5 -0.7
H -2.09064 -1.54170 5.46723 -0.4 0.2 0.0
H -0.42909 -0.99080 5.48360 0.4 0.5 0.5
C 4.39380 3.55647 -5.13670 -0.2 -1.1 0.3
C 3.28098 3.13578 -4.12322 0.4 -0.6 0.3
O 2.36560 2.47758 -4.93854 -0.2 0.0 0.8
C 2.65393 2.63148 -6.24021 -1.8 -2.0 -1.5
O 1.99327 2.03481 -7.07852 1.4 1.8 1.1
O 3.69676 3.42373 -6.42295 0.8 0.7 0.7
F 2.63262 4.21384 -3.55403 0.3 0.4 -0.4
H 5.26053 2.84364 -5.19946 -1.0 0.7 0.4
H 4.72612 4.55898 -4.88243 -0.1 0.2 -0.6
H 3.52796 2.51276 -3.22557 0.3 0.3 -1.2
C 2.48804 0.70868 1.57235 0.6 0.3 0.4
C 1.35318 0.41698 2.48435 0.0 1.5 2.1
O 0.84645 1.76505 2.77455 1.1 -1.5 -0.2
C 1.94328 2.61080 2.73376 -2.0 -0.2 -1.0
O 1.83403 3.74296 3.09281 0.8 0.0 0.2
O 2.95651 2.04060 2.08164 -0.1 -1.2 -0.6
F 1.82637 -0.06585 3.70518 0.3 0.1 0.0
H 2.16606 0.71377 0.54106 -0.1 0.7 -0.3
H 3.29184 -0.01444 1.65294 0.2 0.0 0.4
H 0.58193 -0.28214 2.27182 -0.7 0.1 -1.0
C 2.87890 5.33147 0.06836 -0.7 0.5 0.3
C 1.56532 4.62074 -0.28045 0.5 0.0 0.9
O 1.99260 3.30296 -0.55321 -0.8 0.4 -0.2
C 3.30718 3.28654 -0.75973 0.3 -0.1 1.6
O 3.87314 2.27470 -1.02753 0.8 -0.2 -0.8
O 3.87835 4.45694 -0.41485 0.3 -0.8 -0.6
F 1.10305 5.13692 -1.45046 -0.7 0.2 0.1
H 2.98817 5.52225 1.12186 0.1 -0.5 0.6
H 2.99111 6.30008 -0.38786 -0.2 0.2 -0.6
H 0.81576 4.55293 0.54225 0.2 0.5 -1.0
C -6.50525 1.37043 2.44585 -0.3 2.6 0.6
C -6.35906 1.55824 0.97948 -2.0 -0.1 -0.9
O -7.35188 0.61843 0.47538 0.1 0.7 -0.9
C -7.72258 -0.24415 1.43833 1.5 -0.7 1.6
O -8.38164 -1.23354 1.40684 -0.1 0.9 -0.9
O -7.05921 0.12401 2.58051 -0.4 -1.6 0.7
F -5.15588 1.21190 0.51707 1.0 -0.5 -0.5
H -7.25326 2.10240 2.83562 0.6 -0.2 -0.2
H -5.55368 1.59627 2.94704 -0.3 -0.8 0.2
H -6.58137 2.54880 0.56399 -0.2 -0.3 0.2
C 0.31143 -0.22137 -5.88683 -1.6 -0.4 2.6
C -1.11017 -0.39339 -6.39658 0.9 -1.1 -0.2
O -1.78481 -1.08591 -5.32467 0.1 0.7 -0.7
C -0.86882 -1.64454 -4.50508 1.3 0.3 -2.2
O -1.07573 -2.35625 -3.59596 -0.8 -0.8 1.5
O 0.36638 -1.37934 -4.95295 0.2 1.1 -0.3
F -0.88735 -1.29435 -7.46172 -1.4 0.6 0.4
H 0.38784 0.68643 -5.29531 0.3 0.1 0.0
H 1.12082 -0.36189 -6.53945 0.6 0.1 -1.2
H -1.73226 0.48682 -6.64024 0.4 -0.6 -0.3
C -5.72921 -1.62905 -3.50166 0.7 0.2 0.4
C -5.49461 -0.42469 -2.52117 0.5 -1.7 -0.6
O -6.40346 0.55228 -2.92453 0.2 -0.6 -0.1
C -6.70012 0.28426 -4.24224 0.2 -1.7 1.2
O -7.34584 0.95124 -4.93814 -1.1 2.0 -1.3
O -6.26332 -0.93115 -4.59203 -0.2 0.2 -1.0
F -4.24799 0.06889 -2.74130 1.1 0.5 -0.4
H -6.46619 -2.35884 -3.17149 -0.1 0.1 0.4
H -4.83765 -2.20153 -3.86487 -0.4 0.9 0.7
H -5.48580 -0.69375 -1.49097 -0.8 0.1 0.8
C -2.22525 -4.01228 -0.30794 -1.1 0.7 0.1
C -3.02686 -3.49547 -1.46720 0.6 -0.3 -0.7
O -3.71083 -2.36834 -1.01566 0.6 -0.4 1.3
C -3.78985 -2.52024 0.35672 0.1 -0.7 -0.6
O -4.46696 -1.81772 1.01087 -0.8 1.0 1.0
O -3.07139 -3.56465 0.80558 0.5 0.7 -0.6
F -3.96402 -4.40257 -1.83145 -0.9 -0.8 -0.5
H -1.26474 -3.53141 -0.31941 0.2 0.2 0.5
H -2.12676 -5.07470 -0.23079 -0.1 -0.5 -0.2
H -2.44689 -3.22443 -2.32711 0.2 0.0 -0.4
C -1.97238 2.44472 6.87891 -1.6 -0.7 0.0
C -2.45664 1.13057 7.58126 1.2 -0.2 -0.2
O -3.56592 0.69798 6.83452 -0.3 1.2 0.2
C -4.04694 1.79470 6.13337 -1.1 -0.3 -1.7
O -5.02403 1.84701 5.42723 0.8 -0.9 1.3
O -3.21823 2.81002 6.20158 1.5 0.7 0.5
F -2.78420 1.38049 8.90965 -0.2 0.0 -0.9
H -1.19681 2.28113 6.09526 -0.4 0.2 0.8
H -1.80066 3.23892 7.61942 0.4 -0.4 -0.4
H -1.72262 0.31013 7.58519 -0.3 0.3 0.0
```
Positions in Å, forces in eV/Å.

Output
Relative energy (zero: lowest compared OMol25 entry of this formula, charge and spin), kJ/mol: 0.00
M, g/mol: 1787.64
Total charge: 0
HOMO energy, eV: -9.48
Gap between HOMO and LUMO, Eh: 0.364
F_max, eV Å⁻¹: 3.16

Here are the Löwdin charges for atoms 1 to 2, given in e:
1. C -0.076
2. O -0.216

---

Record 2
The following is a DFT calculation (wB97M-V/def2-TZVPD) of one molecule with the formula C6H13N3O2.

Geometry as XYZ:
```
24
Properties=species:S:1:pos:R:3:forces:R:3
C -1.20073 0.89449 -0.64435 -1.3 -2.1 0.4
C 0.18341 -1.03139 -0.44778 0.2 2.6 0.7
C 0.27400 0.62602 1.03122 2.1 -1.4 -3.5
C -0.60712 -2.08805 0.28413 4.9 0.5 -0.8
C -0.40343 0.40482 2.24869 0.7 0.1 3.5
C 0.29323 0.21314 -2.52302 1.3 -2.9 0.7
N -0.29144 1.55446 0.20109 0.3 1.8 -0.5
N -0.48459 -0.17038 -1.35236 0.1 -1.5 0.7
N 1.76267 0.65483 1.03885 -1.9 0.8 0.2
O 2.32247 0.32258 2.07280 0.4 -0.1 -0.7
O 2.28210 1.05310 -0.00610 0.6 -0.3 0.7
H -2.00440 0.52317 0.04067 0.4 -0.4 -0.9
H -1.67076 1.48451 -1.36980 -0.6 1.3 -0.9
H 1.24127 -1.27296 -0.78502 -1.5 0.1 0.7
H -0.73343 -2.78011 -0.47884 -0.7 -2.0 -1.1
H -1.48048 -1.75336 0.64789 -3.1 1.1 1.5
H 0.11458 -2.47427 1.02330 -0.8 -0.2 0.1
H -0.37775 -0.62167 2.52083 -0.1 -1.0 0.5
H -1.38565 0.81011 2.46664 -0.1 0.2 -0.9
H 0.27248 0.92309 2.96359 -0.5 -0.4 0.3
H 0.94966 1.02531 -2.35550 0.9 0.9 0.2
H 0.90467 -0.72792 -2.83748 -0.9 1.8 0.5
H -0.31797 0.41960 -3.33414 -1.4 0.5 -1.5
H 0.35722 2.01086 -0.40532 1.0 0.4 0.1
```
Positions in Å, forces in eV/Å.

Output
Relative energy (zero: lowest compared OMol25 entry of this formula, charge and spin), kJ/mol: 515.12
M, g/mol: 159.19
Total charge: 0
HOMO energy, eV: -7.93
Gap between HOMO and LUMO, Eh: 0.306
F_max, eV Å⁻¹: 4.99

Here are the Löwdin charges for atoms 1 to 2, given in e:
1. C -0.193
2. C -0.133